Entry from the OMol25 dataset: a molecular structure, C9H23BeO4Sb (the ωB97M-V functional and the def2-TZVPD basis).

Structure (XYZ):
```
38
Properties=species:S:1:pos:R:3
H 2.482 -0.244 -2.610
H -1.939 -0.838 -4.917
C 1.188 1.392 2.431
C 2.091 1.283 1.234
O -0.129 1.659 1.991
H -0.700 -2.167 -4.691
H 3.411 -1.425 0.563
O 0.052 -1.229 -1.137
O -0.980 -0.815 1.418
C -1.251 1.232 2.696
H 2.141 1.239 -3.627
C -1.332 -1.439 -4.157
H -2.025 -1.942 -3.453
C -1.602 -2.053 1.581
H 2.099 1.304 -1.796
H -1.882 2.135 2.894
H -2.347 0.635 0.833
H 2.107 -2.030 1.664
H -1.327 1.541 -0.882
H -0.894 2.608 -2.332
Be 0.263 -0.620 0.227
O 1.604 -0.200 0.911
C -1.932 0.259 1.784
H -2.128 -2.121 2.507
H -2.741 -0.308 2.325
H -0.750 -2.735 1.513
H 1.517 2.244 3.054
H -2.240 -2.244 0.723
H -1.074 0.856 3.721
H 1.855 1.845 0.313
H -2.435 1.567 -2.297
C 1.925 0.723 -2.726
C 2.315 -1.450 0.735
H 3.137 1.162 1.388
C -1.367 1.674 -1.956
H 1.860 -2.030 -0.126
Sb -0.177 -0.006 -2.908
H 1.205 0.539 3.107
```

energy above the lowest of the compared OMol25 structures with the same formula, charge and spin	0.0	kJ/mol
HOMO (alpha / beta)	-2.948 / -2.949	eV
M	326.05	g/mol
LUMO energy (alpha / beta)	-0.247 / -0.247	eV
gap between HOMO and LUMO (alpha / beta)	2.70 / 2.70	eV
charge	0



Entry from the OMol25 dataset: a molecular structure, C9H23ClI2IrNP2 (the ωB97M-V functional and the def2-TZVPD basis).

Structure (XYZ):
```
39
Properties=species:S:1:pos:R:3
H 2.963 0.984 0.690
C 2.582 -1.524 -1.979
H 2.394 -2.338 -1.276
H 0.402 1.307 4.166
C -0.207 0.139 1.937
C 0.127 0.192 4.555
H -4.405 0.031 0.225
H -2.117 -1.637 -2.872
Cl -0.047 -0.212 -3.824
H -3.733 1.580 -2.347
C 2.472 1.488 -2.045
Ir -0.177 -0.197 -1.502
I 2.200 1.415 2.784
H 1.135 -0.069 4.238
N -0.533 0.114 0.810
P -2.304 -0.014 -1.164
H -2.449 2.356 -1.386
C -2.755 -1.557 -1.979
H 2.018 -1.650 -2.878
C -0.654 -0.244 3.271
C 3.124 0.001 0.194
H 4.214 -0.115 0.068
H -0.037 -0.048 5.609
C -3.346 0.051 0.363
H -3.064 0.954 0.921
H -3.848 -1.569 -2.218
H -2.543 -2.364 -1.274
H -1.737 -0.082 3.406
H 3.684 -1.420 -2.145
H -0.471 -1.315 3.263
H -1.986 1.535 -2.918
H 2.260 2.323 -1.368
H 3.572 1.456 -2.244
H -3.041 -0.806 0.990
C -2.659 1.507 -2.049
I 2.279 -0.998 3.253
H 1.865 1.547 -2.924
P 2.024 -0.013 -1.190
H 2.795 -0.808 0.842
```

HOMO (alpha / beta)	-17.199 / -19.839	eV
M	688.72	g/mol
LUMO energy (alpha / beta)	-11.668 / -13.529	eV
gap between HOMO and LUMO (alpha / beta)	5.53 / 6.31	eV
multiplicity	6
charge	+3



Entry from the OMol25 dataset: a molecular structure, C9H23GeNO4RuS2Se2Si (the ωB97M-V functional and the def2-TZVPD basis).

Structure (XYZ):
```
44
Properties=species:S:1:pos:R:3
H -3.346 -0.621 -0.117
H -1.062 -4.209 -2.171
Se -1.621 -1.826 -1.380
Ge -4.873 -1.780 -1.836
H 4.021 -4.161 2.449
C -4.270 -2.576 -3.562
H -4.343 -3.659 -3.564
H 1.740 -3.518 -1.394
H -6.180 0.068 -3.110
C -6.243 -2.954 -0.951
S 3.568 0.736 -2.292
H -3.227 -2.300 -3.708
H -1.514 -4.228 -0.452
O 0.304 0.970 0.980
H 2.892 -4.835 -1.560
H 4.526 -5.271 1.182
C 1.482 -6.222 1.586
Si 2.133 -4.568 0.842
H 1.175 -5.186 -1.418
H -7.097 -3.144 -1.593
H 4.443 -3.548 0.863
H -3.413 -2.338 0.264
H -6.220 0.388 -1.376
H -6.597 -2.479 -0.039
S -1.133 0.849 0.583
O -1.164 0.535 -0.882
Se 0.805 -2.903 1.804
O -1.906 2.021 0.881
O -1.652 -0.362 1.290
H -5.790 -3.906 -0.686
H -4.855 -2.195 -4.394
C 2.522 -0.283 -1.670
H 1.217 -6.069 2.627
Ru 0.330 -1.151 0.294
C -1.777 -3.842 -1.437
C -5.595 0.040 -2.193
H -4.756 0.724 -2.294
N 1.808 -1.131 -1.264
C 1.972 -4.535 -1.069
H -2.783 -4.156 -1.710
C -3.354 -1.618 -0.553
C 3.962 -4.367 1.385
H 2.230 -7.006 1.532
H 0.595 -6.573 1.070
```

energy above the lowest of the compared OMol25 structures with the same formula, charge and spin	238.1	kJ/mol
HOMO (alpha / beta)	-5.259 / -5.200	eV
M	633.11	g/mol
LUMO energy (alpha / beta)	1.298 / 1.646	eV
gap between HOMO and LUMO (alpha / beta)	6.56 / 6.85	eV
multiplicity	2
charge	-1



Entry from the OMol25 dataset: a molecular structure, C9H23KO7S2 (the ωB97M-V functional and the def2-TZVPD basis).

Structure (XYZ):
```
42
Properties=species:S:1:pos:R:3
C -0.538 -0.723 -2.272
H 3.223 2.654 -1.639
H -3.259 3.665 -2.723
C 1.726 -1.902 4.031
H 1.303 -1.003 -0.550
H 2.427 -2.722 4.185
H 2.978 -0.734 -0.681
C 3.244 1.875 -0.877
O -0.855 -0.021 0.362
K 0.117 1.245 1.226
C -0.652 -1.678 1.536
H 4.028 1.185 -1.188
C 2.054 -0.226 -0.405
C 1.963 1.163 -1.061
S -1.666 -0.133 -0.863
H -0.402 -1.789 -2.092
C -3.301 1.760 -1.533
H -1.184 -1.913 2.458
O 1.347 0.123 2.311
C -1.268 -2.425 0.398
O 0.684 -2.184 1.630
O 0.830 1.918 -0.761
H -2.356 -2.425 0.324
O 3.124 -1.700 1.759
H 3.432 2.445 0.034
H 1.889 0.939 -2.125
H -3.946 1.242 -2.243
H -0.823 -2.039 -0.519
H -4.171 3.777 -1.298
H -0.596 -0.607 1.341
H -1.157 -0.415 -3.115
H 2.047 -0.088 0.676
H 0.715 -2.305 4.102
O -2.884 -0.973 -0.854
H 1.863 -1.132 4.790
H -3.624 1.532 -0.517
H -0.864 -3.429 0.527
S 1.827 -1.247 2.347
C -3.270 3.308 -1.693
O -1.978 1.316 -1.482
H 0.405 -0.178 -2.302
H -2.434 3.845 -1.245
```

HOMO	-6.632	eV
M	346.51	g/mol
LUMO energy	-0.056	eV
gap between HOMO and LUMO	6.58	eV
charge	0



For reference, maximum force by record: 3.94; 6.08; 2.99; 16.57 eV Å⁻¹.
For reference, calculated total energy by record: -24828.24244; -61298.27256; -238727.65513; -62021.84638 eV.